# C2H27O14V

C2H27O14V as an isolated structure in a non-equilibrium geometry (ωB97M-V with the def2-TZVPD basis set, the Open Molecules 2025 dataset).

Strongest force on any atom in eV Å⁻¹: 8.40
HOMO level in eV: -9.531

The geometry in XYZ format:
```
44
C2H27O14V ωB97M-V with the def2-TZVPD basis set
O 2.05093 1.87617 0.67775
V 1.60625 0.89918 1.91015
O 1.07898 2.09104 2.87084
C -1.73682 0.27321 -0.76563
C -0.47589 0.96702 -0.17804
O -0.23114 0.63826 1.18070
H -1.59706 -0.81844 -0.74121
H -1.86578 0.54021 -1.77439
H -2.59346 0.45394 -0.11216
H -0.55889 2.02121 -0.20311
H 0.30034 0.53659 -0.85620
O 2.92307 0.13262 -2.35542
H 2.08842 -0.26547 -2.41731
H 2.96414 0.98758 -1.94738
O -3.03583 -3.13419 -0.04333
H -2.17571 -2.72708 0.13375
H -3.29433 -2.81198 -0.88401
O -1.56027 2.71305 2.59845
H -1.93222 1.95344 3.02282
H -1.53174 2.43700 1.67481
O 1.06730 -1.74523 -0.93090
H 1.64692 -2.50054 -0.94270
H 0.53397 -1.70640 -1.71753
O -2.24342 -0.06415 2.72920
H -1.64733 0.14839 1.97484
H -2.63334 -0.87517 2.56738
O 1.15882 4.10456 0.30478
H 1.67553 3.33195 0.38683
H 0.92708 4.17340 -0.59684
O 2.55555 -0.73365 0.86406
H 1.96067 -1.04515 0.21664
H 3.39794 -0.47376 0.46688
O 1.24783 -0.46374 3.37923
H 1.45048 -0.10722 4.26707
H 1.53537 -1.38662 3.40860
O 0.22766 0.86246 -3.77347
H 0.30776 0.89146 -4.74112
H 0.12683 -0.08797 -3.52944
O -0.77250 -2.11028 1.36199
H -0.91130 -1.90930 2.26426
H -0.54812 -1.27762 0.93511
O -0.16850 -1.80038 -3.28629
H -0.98167 -2.35657 -3.15151
H -0.33653 -1.63185 -4.24818
```